The following is a quantum chemistry calculation of a molecular structure, C40H54AgN13OSi4, from the Open Molecules 2025 dataset.

Calculated values
* HOMO level: -6.292 eV

The geometry in ORCA input format:
```
! RIJCOSX wB97M-V def2-TZVPD def2/J DEFGRID3
* xyz 0 1
Ag -1.173 0.286 -1.166
C -1.300 -5.379 -2.085
N -1.861 -4.041 -1.964
C -1.254 -2.860 -2.113
N -2.070 -1.886 -1.767
C -3.196 -2.549 -1.391
N -3.111 -3.858 -1.488
C -0.813 -5.903 -0.755
C -1.524 -6.883 -0.078
C -1.102 -7.323 1.170
C 0.021 -6.773 1.760
C 0.735 -5.783 1.088
C 0.324 -5.361 -0.169
C 1.881 -5.159 1.747
N 2.338 -5.380 2.930
N 3.377 -4.477 3.124
C 3.464 -3.786 2.042
O 2.551 -4.166 1.117
C 4.345 -2.653 1.761
C 5.387 -2.370 2.637
C 6.185 -1.263 2.405
C 5.934 -0.434 1.322
C 4.891 -0.709 0.447
C 4.649 0.219 -0.725
N 3.348 0.041 -1.342
C 2.126 0.288 -0.849
N 1.209 -0.127 -1.699
C 1.944 -0.629 -2.726
N 3.244 -0.566 -2.545
C 4.106 -1.832 0.663
H -0.487 -5.324 -2.807
H -2.081 -6.020 -2.485
H -0.248 -2.743 -2.489
H -4.090 -2.049 -1.055
H -2.421 -7.297 -0.524
H -1.663 -8.088 1.690
H 0.356 -7.089 2.739
H 0.889 -4.590 -0.683
H 5.551 -3.015 3.490
H 6.996 -1.032 3.083
H 6.552 0.443 1.162
H 5.373 0.026 -1.514
H 4.761 1.257 -0.414
H 1.937 0.775 0.098
H 1.507 -1.029 -3.628
H 3.293 -2.074 -0.013
C 0.312 -1.885 1.379
C -0.326 -0.667 1.953
N -0.888 0.297 1.261
C -1.323 1.233 2.176
C -1.016 0.826 3.433
N -0.377 -0.390 3.285
C 0.227 -1.162 4.350
N 1.075 -0.319 5.151
N 0.899 -0.253 6.495
N 1.717 0.594 6.988
C 2.458 1.135 5.954
C 3.439 2.130 5.963
C 3.956 2.514 4.748
C 3.517 1.925 3.543
C 2.564 0.933 3.518
C 2.045 0.552 4.760
H 0.223 -1.837 0.294
H -0.163 -2.806 1.726
H 1.374 -1.930 1.634
H -1.825 2.129 1.852
H -1.172 1.277 4.398
H 0.801 -1.970 3.897
H -0.514 -1.585 5.025
H 3.759 2.581 6.893
H 4.705 3.293 4.708
H 3.939 2.273 2.609
H 2.228 0.487 2.590
C -0.579 2.008 -5.030
Si -2.318 2.225 -4.322
C -3.254 0.644 -4.755
C -3.133 3.630 -5.275
Si -2.173 2.411 -2.010
Si -4.330 2.817 -1.252
C -5.450 1.408 -1.826
C -5.140 4.421 -1.824
C -4.424 2.845 0.633
Si -0.839 4.249 -1.549
C -1.418 5.909 -2.230
C -0.615 4.484 0.313
C 0.899 3.953 -2.236
H -0.610 1.637 -6.059
H -0.013 1.296 -4.421
H -0.026 2.951 -5.030
H -3.153 0.403 -5.819
H -4.319 0.733 -4.530
H -2.863 -0.195 -4.171
H -3.133 3.426 -6.350
H -2.610 4.576 -5.109
H -4.171 3.768 -4.958
H -5.690 1.513 -2.887
H -6.392 1.387 -1.269
H -4.949 0.444 -1.697
H -5.203 4.469 -2.915
H -4.573 5.293 -1.488
H -6.155 4.502 -1.420
H -4.096 1.893 1.060
H -5.451 3.030 0.965
H -3.792 3.638 1.047
H -2.413 6.165 -1.858
H -1.474 5.879 -3.322
H -0.731 6.713 -1.947
H -1.575 4.629 0.819
H 0.008 5.360 0.520
H -0.131 3.609 0.760
H 0.921 4.094 -3.319
H 1.224 2.927 -2.033
H 1.626 4.642 -1.793
*
```

---

The following is a quantum chemistry calculation of a molecular structure, C40H54BBrN4OP2V, from the Open Molecules 2025 dataset.

Calculated values
* HOMO level (alpha / beta): -5.637 / -5.699 eV

The geometry in ORCA input format:
```
! RIJCOSX wB97M-V def2-TZVPD def2/J DEFGRID3
* xyz 0 2
V 0.298 -0.896 1.159
Br -5.585 1.967 4.545
C -3.899 1.441 3.838
C -2.769 2.215 4.117
C -1.550 1.819 3.623
C -1.411 0.676 2.809
O -0.211 0.328 2.405
C -2.588 -0.064 2.484
C -2.554 -1.185 1.615
N -1.473 -1.537 0.951
C -1.466 -2.687 0.171
C -2.488 -3.139 -0.636
C -2.356 -4.346 -1.336
C -1.263 -5.155 -1.159
C -0.245 -4.776 -0.257
C 0.819 -5.611 0.131
C 1.695 -5.170 1.095
C 1.551 -3.887 1.625
N 0.614 -3.041 1.239
C -0.310 -3.496 0.348
C -3.818 0.322 3.057
H -2.852 3.100 4.732
H -0.654 2.382 3.854
H -3.458 -1.787 1.524
H -3.374 -2.531 -0.748
H -3.140 -4.651 -2.016
H -1.191 -6.106 -1.670
H 0.900 -6.607 -0.285
H 2.482 -5.813 1.465
H 2.209 -3.538 2.410
H -4.703 -0.272 2.867
C 5.520 -0.586 0.065
C 4.243 -1.389 0.335
C 3.576 -1.777 -0.995
C 4.665 -2.679 1.048
P 2.862 -0.472 1.273
C 2.970 1.151 0.388
N 1.656 1.656 0.112
B 0.389 0.939 0.031
N -0.507 1.954 -0.522
C -1.877 1.968 -0.997
P -2.535 0.427 -1.815
C -4.326 1.056 -2.079
C -4.918 1.225 -0.670
C -5.088 -0.096 -2.747
C -4.583 2.362 -2.838
C -1.622 0.470 -3.514
C -1.497 -1.000 -3.931
C -0.204 1.023 -3.349
C -2.314 1.240 -4.634
C 0.172 3.163 -0.650
C -0.257 4.409 -1.085
C 0.662 5.454 -1.138
C 1.982 5.263 -0.757
C 2.425 4.016 -0.328
C 1.513 2.974 -0.279
C 3.465 0.015 3.007
C 2.654 1.244 3.440
C 4.954 0.322 3.139
C 3.087 -1.156 3.925
H 6.110 -1.128 -0.678
H 6.128 -0.506 0.963
H 5.343 0.417 -0.319
H 4.243 -2.423 -1.571
H 3.331 -0.905 -1.604
H 2.650 -2.330 -0.810
H 5.505 -3.127 0.512
H 3.856 -3.403 1.063
H 4.993 -2.487 2.069
H 3.515 1.041 -0.555
H 3.533 1.855 1.008
H -1.965 2.755 -1.749
H -2.552 2.216 -0.173
H -4.623 2.166 -0.208
H -6.010 1.223 -0.735
H -4.614 0.410 -0.013
H -5.149 -0.952 -2.070
H -4.611 -0.427 -3.672
H -6.109 0.217 -2.986
H -3.906 3.161 -2.534
H -5.602 2.693 -2.613
H -4.520 2.242 -3.916
H -0.949 -1.566 -3.177
H -0.958 -1.078 -4.881
H -2.477 -1.468 -4.055
H 0.324 0.509 -2.545
H -0.203 2.093 -3.138
H 0.345 0.865 -4.283
H -3.302 0.834 -4.849
H -1.713 1.158 -5.545
H -2.409 2.298 -4.390
H -1.285 4.585 -1.372
H 0.338 6.424 -1.493
H 2.671 6.098 -0.782
H 3.458 3.879 -0.033
H 3.025 2.159 2.977
H 2.736 1.369 4.523
H 1.603 1.127 3.184
H 5.274 1.087 2.430
H 5.567 -0.567 2.997
H 5.148 0.700 4.147
H 2.015 -1.359 3.862
H 3.332 -0.920 4.963
H 3.636 -2.062 3.659
*
```

---

Number 1: calculated total energy -3648.75255 hartree. Number 2: calculated total energy -6076.51448 hartree.